i | Density functional theory data (wB97M-V/def2-TZVPD) for a structure of composition C7H15NO2.

Its net charge is 0. For the HOMO-LUMO gap, the calculation gives 10.245 eV.

Cartesian coordinates (Å):
C: -0.470 0.918 -2.934
C: 0.758 0.104 -2.597
C: 1.866 0.667 -1.745
C: 1.005 -0.456 -1.220
C: 0.051 -0.219 -0.074
C: 0.731 -0.445 1.272
N: -0.146 -0.147 2.407
C: -1.171 -1.161 2.827
O: -1.181 -2.284 2.310
H: -0.673 1.687 -2.177
H: -0.338 1.432 -3.898
H: -1.361 0.277 -3.012
H: 1.088 -0.549 -3.410
H: 2.902 0.456 -2.016
H: 1.703 1.656 -1.310
H: 1.478 -1.442 -1.201
H: -0.336 0.810 -0.105
H: -0.831 -0.871 -0.159
H: 1.055 -1.490 1.366
H: 1.619 0.196 1.350
H: 0.333 0.254 3.208
H: -1.344 -1.004 3.912
H: -1.342 0.766 2.044
O: -2.525 0.221 2.180
H: -2.869 0.623 2.983

From a Löwdin analysis of the wavefunction, the atomic charges in e read: number 1, C, carries -0.0739; number 2, C, carries -0.3087; number 3, C, carries -0.0911; number 4, C, carries -0.2712; number 5, C, carries -0.1691; number 6, C, carries -0.1989; number 7, N, carries -0.0693; number 8, C, carries -0.3499; number 9, O, carries 0.0112; number 10, H, carries 0.0726; number 11, H, carries 0.0764; number 12, H, carries 0.0816; number 13, H, carries 0.1318; number 14, H, carries 0.0985; number 15, H, carries 0.1083; number 16, H, carries 0.1417; number 17, H, carries 0.1120; number 18, H, carries 0.1288; number 19, H, carries 0.1240; number 20, H, carries 0.1289; number 21, H, carries 0.1279; number 22, H, carries 0.1341; number 23, H, carries 0.2238; number 24, O, carries -0.1915; number 25, H, carries 0.0221

ii | Density functional theory data (wB97M-V/def2-TZVPD) for a cluster of 2 separate species, C7H15NO2 in total.

Its net charge is 0. Its SMILES is CC1CCC(=O)CC1.[NH3+][O-]. For the HOMO-LUMO gap, the calculation gives 9.244 eV.

Cartesian coordinates (Å):
C: -0.371 0.607 1.414
C: -0.906 -1.305 -0.103
C: 0.928 0.839 0.665
C: 0.232 -0.899 -0.973
C: -1.447 0.021 0.512
C: 1.394 -0.272 -0.167
C: -2.711 -0.122 1.335
N: 3.185 0.733 -2.167
O: 2.578 -0.612 -0.210
O: 1.860 1.055 -2.288
H: -0.388 -0.054 2.299
H: -0.523 1.528 2.040
H: -1.695 -1.613 -0.855
H: -0.760 -2.072 0.671
H: 0.668 1.592 -0.163
H: 1.812 1.188 1.305
H: 0.659 -1.752 -1.526
H: -0.073 -0.187 -1.714
H: -1.532 0.688 -0.308
H: -2.582 -0.787 2.152
H: -3.561 -0.527 0.777
H: -2.950 0.870 1.700
H: 3.553 0.207 -3.075
H: 3.707 1.635 -1.785
H: 3.301 -0.164 -1.528

From a Löwdin analysis of the wavefunction, the atomic charges in e read: number 1, C, carries -0.1936; number 2, C, carries -0.1525; number 3, C, carries -0.1263; number 4, C, carries -0.1433; number 5, C, carries -0.3904; number 6, C, carries -0.3905; number 7, C, carries -0.0704; number 8, N, carries -0.1024; number 9, O, carries -0.0076; number 10, O, carries -0.3123; number 11, H, carries 0.1187; number 12, H, carries 0.1292; number 13, H, carries 0.1361; number 14, H, carries 0.1301; number 15, H, carries 0.1542; number 16, H, carries 0.1499; number 17, H, carries 0.1276; number 18, H, carries 0.1050; number 19, H, carries 0.1257; number 20, H, carries 0.0654; number 21, H, carries 0.0807; number 22, H, carries 0.0791; number 23, H, carries 0.1819; number 24, H, carries 0.1952; number 25, H, carries 0.1102

iii | Density functional theory data (wB97M-V/def2-TZVPD) for a cluster of 2 separate species, C7H15NO2 in total.

Its net charge is 0. Its SMILES is C[C@H]1CC[C@H]1CN.O=CO. For the HOMO-LUMO gap, the calculation gives 10.267 eV.

Cartesian coordinates (Å):
C: 1.946 -1.155 -1.747
C: 1.587 -1.113 -0.273
C: 2.416 -0.233 0.690
C: 1.112 0.103 1.447
C: 0.306 -0.373 0.209
C: -0.152 0.760 -0.695
N: -1.223 1.537 -0.074
H: 2.104 -0.146 -2.155
H: 2.876 -1.724 -1.898
H: 1.155 -1.641 -2.337
H: 1.556 -2.141 0.119
H: 3.225 -0.719 1.252
H: 2.827 0.647 0.175
H: 0.956 -0.553 2.314
H: 0.972 1.146 1.768
H: -0.556 -1.024 0.421
H: 0.712 1.397 -0.961
H: -0.541 0.340 -1.635
H: -1.439 2.359 -0.632
H: -0.945 1.868 0.848
C: -3.793 0.453 0.338
O: -3.925 -0.241 -0.650
H: -4.157 1.492 0.408
O: -3.588 -0.042 1.563
H: -3.429 -0.996 1.503

From a Löwdin analysis of the wavefunction, the atomic charges in e read: number 1, C, carries -0.0762; number 2, C, carries -0.3371; number 3, C, carries -0.1447; number 4, C, carries -0.1390; number 5, C, carries -0.2799; number 6, C, carries -0.2550; number 7, N, carries 0.0072; number 8, H, carries 0.0741; number 9, H, carries 0.0784; number 10, H, carries 0.0812; number 11, H, carries 0.1381; number 12, H, carries 0.1037; number 13, H, carries 0.1087; number 14, H, carries 0.1091; number 15, H, carries 0.1003; number 16, H, carries 0.1348; number 17, H, carries 0.1161; number 18, H, carries 0.1220; number 19, H, carries 0.0815; number 20, H, carries 0.0711; number 21, C, carries -0.4324; number 22, O, carries 0.0290; number 23, H, carries 0.1360; number 24, O, carries 0.0563; number 25, H, carries 0.1169

iv | Density functional theory data (wB97M-V/def2-TZVPD) for a cluster of 2 separate species, C7H15NO2 in total.

Its net charge is 0. Its SMILES is CC(=O)NC1(C)CCC1.O. For the HOMO-LUMO gap, the calculation gives 10.047 eV.

Cartesian coordinates (Å):
C: 4.160 -1.583 0.459
C: 3.084 -2.334 1.204
O: 2.374 -1.779 2.038
N: 3.034 -3.703 0.995
C: 2.292 -4.633 1.839
C: 2.971 -4.807 3.194
C: 0.764 -4.392 1.946
C: 0.534 -5.893 1.664
C: 1.987 -5.985 1.147
H: 3.767 -0.983 -0.371
H: 4.686 -0.927 1.164
H: 4.886 -2.306 0.064
H: 3.787 -4.108 0.450
H: 2.896 -3.885 3.785
H: 2.496 -5.622 3.759
H: 4.033 -5.058 3.057
H: 0.404 -3.987 2.900
H: 0.397 -3.758 1.130
H: 0.379 -6.474 2.583
H: -0.260 -6.146 0.951
H: 2.036 -5.899 0.053
H: 2.596 -6.841 1.467
H: 1.451 -3.515 -1.114
O: 0.906 -2.774 -1.470
H: 1.272 -2.594 -2.341

From a Löwdin analysis of the wavefunction, the atomic charges in e read: number 1, C, carries -0.0020; number 2, C, carries -0.5160; number 3, O, carries 0.0515; number 4, N, carries 0.0949; number 5, C, carries -0.5041; number 6, C, carries -0.0221; number 7, C, carries -0.1076; number 8, C, carries -0.1547; number 9, C, carries -0.1200; number 10, H, carries 0.0864; number 11, H, carries 0.0899; number 12, H, carries 0.0712; number 13, H, carries 0.1348; number 14, H, carries 0.0866; number 15, H, carries 0.0880; number 16, H, carries 0.0865; number 17, H, carries 0.1168; number 18, H, carries 0.1091; number 19, H, carries 0.1045; number 20, H, carries 0.1023; number 21, H, carries 0.1065; number 22, H, carries 0.1094; number 23, H, carries 0.0270; number 24, O, carries -0.0698; number 25, H, carries 0.0309

Verdict on stability: ii comes out at the bottom.

i | Density functional theory data (wB97M-V/def2-TZVPD) for the molecule C5H6OS.

Its net charge is 0. Its SMILES is C#CC1(O)CSC1. For the HOMO-LUMO gap, the calculation gives 9.408 eV.

Cartesian coordinates (Å):
C: -2.136 1.336 0.157
C: -1.244 0.550 -0.145
C: 1.056 -0.159 -1.196
C: 0.767 0.039 1.074
C: -0.075 -0.364 -0.197
O: -0.448 -1.733 -0.207
S: 2.314 0.155 0.097
H: -2.626 2.235 0.315
H: 1.109 -1.068 -1.728
H: 1.135 0.670 -1.844
H: 0.529 1.032 1.506
H: 0.926 -0.726 1.832
H: -1.309 -1.967 0.336

From a Löwdin analysis of the wavefunction, the atomic charges in e read: number 1, C, carries 0.1368; number 2, C, carries -0.0452; number 3, C, carries -0.3624; number 4, C, carries -0.3720; number 5, C, carries -0.6234; number 6, O, carries -0.0398; number 7, S, carries 0.8287; number 8, H, carries 0.0112; number 9, H, carries 0.0717; number 10, H, carries 0.0627; number 11, H, carries 0.0838; number 12, H, carries 0.0740; number 13, H, carries 0.1738

ii | Density functional theory data (wB97M-V/def2-TZVPD) for the molecule C5H6OS.

Its net charge is 0. Its SMILES is S=C1C[C@H]2C[C@@H]1O2. For the HOMO-LUMO gap, the calculation gives 8.573 eV.

Cartesian coordinates (Å):
C: -1.156 0.046 -0.324
C: -0.340 1.247 -0.113
C: 1.072 0.496 0.107
C: 0.549 -0.833 0.764
C: -0.179 -1.002 -0.574
H: -0.801 1.850 0.666
H: -0.305 1.947 -0.967
H: 1.984 1.005 0.321
H: 0.021 -0.902 1.744
H: 1.332 -1.543 0.879
H: -0.451 -1.871 -1.112
O: 1.038 -0.268 -1.201
S: -2.766 -0.171 -0.191

From a Löwdin analysis of the wavefunction, the atomic charges in e read: number 1, C, carries -0.7995; number 2, C, carries -0.1335; number 3, C, carries -0.1443; number 4, C, carries -0.0708; number 5, C, carries -0.2378; number 6, H, carries 0.1122; number 7, H, carries 0.1336; number 8, H, carries 0.1297; number 9, H, carries 0.1344; number 10, H, carries 0.1007; number 11, H, carries 0.1376; number 12, O, carries -0.0920; number 13, S, carries 0.7297

Verdict on stability: i comes out at the bottom.